1.
Entry from the OMol25 dataset: C9H21N4P in the gas phase (ωB97M-V/def2-TZVPD).

Structure (XYZ):
```
35
Properties=species:S:1:pos:R:3:forces:R:3
C 2.713 -0.134 -1.450 -0.44 -2.52 0.29
N 1.228 -0.284 -1.336 -0.82 1.32 1.53
C 0.414 -1.310 -1.917 0.42 0.32 -0.01
C -0.528 -2.022 -0.925 -1.05 0.25 -1.24
N -1.393 -1.307 0.013 -0.34 2.06 0.68
C -2.450 -0.309 -0.396 0.41 -0.59 -2.02
C -2.015 0.991 -1.208 0.55 -1.00 1.20
N -0.950 1.801 -0.648 0.50 -1.27 1.05
C -1.256 2.682 0.518 1.16 1.75 -0.71
P 0.499 0.881 -0.274 5.73 4.21 0.27
N 0.882 0.522 1.405 -2.32 -1.70 -1.34
C 2.192 0.900 1.992 0.39 -0.21 -0.47
C 0.466 -0.874 1.701 1.98 0.62 0.25
C -1.006 -1.212 1.458 1.27 0.66 -1.63
H 3.308 -0.698 -0.683 -0.84 0.76 0.29
H 3.026 0.880 -1.480 -0.04 0.88 0.03
H 3.119 -0.691 -2.294 -0.57 0.30 -0.85
H -0.096 -0.876 -2.773 -0.59 -0.09 -0.16
H 1.065 -2.058 -2.335 0.20 -0.63 -0.17
H -1.163 -2.624 -1.566 -0.57 -0.09 -0.37
H 0.071 -2.795 -0.503 0.37 -0.26 1.44
H -3.022 0.004 0.511 0.57 -0.39 -0.75
H -3.178 -0.748 -1.164 0.71 -0.07 1.29
H -1.769 0.882 -2.260 0.45 -1.06 -0.14
H -2.915 1.500 -1.326 -1.73 1.50 0.35
H -1.679 2.174 1.323 -0.92 -1.12 1.40
H -1.955 3.454 0.192 -0.19 -0.15 -0.23
H -0.411 3.302 1.028 -0.75 -1.53 -1.61
H 2.244 0.510 3.035 -0.29 0.15 -0.63
H 2.248 2.011 2.082 0.15 -0.93 -0.46
H 3.123 0.452 1.463 -1.50 0.87 0.56
H 0.695 -0.861 2.734 -0.36 -1.02 1.56
H 1.253 -1.562 1.266 -1.14 0.14 0.00
H -1.197 -2.180 1.863 -0.25 -0.60 0.86
H -1.561 -0.401 1.954 -0.15 -0.57 -0.23
```
Forces are in eV/Å.

## Properties
* highest occupied orbital energy: -5.67 eV
* LUMO: 0.0343 Eh
* 2S+1: 1
* structure (SMILES): CN1CCN2CCN(C)P1N(C)CC2

***

2.
Entry from the OMol25 dataset: C9H21NS in the gas phase (ωB97M-V/def2-TZVPD).

Structure (XYZ):
```
32
Properties=species:S:1:pos:R:3:forces:R:3
C -0.119 2.918 -1.058 -1.47 -0.83 4.03
S 0.432 1.983 0.545 -0.35 0.94 -0.99
N 0.306 0.397 0.040 -2.91 -1.20 1.27
C 1.476 -0.475 0.214 0.64 -0.54 -1.44
C 1.212 -1.756 -0.571 -1.42 -2.02 -0.16
C 2.609 0.219 -0.591 0.42 1.24 1.50
C 1.916 -0.718 1.673 -2.98 0.47 -1.44
C -1.368 -0.267 0.224 1.64 3.11 2.12
C -1.654 -1.438 1.125 1.03 -2.87 -2.93
C -2.266 0.910 0.774 1.85 -1.12 0.52
C -1.592 -0.423 -1.177 -2.04 -3.28 -3.00
H -0.024 2.212 -1.790 0.42 -1.53 -2.11
H 0.498 3.741 -1.104 1.36 1.79 -0.52
H -1.164 3.211 -0.899 0.33 -0.03 -0.24
H 0.830 -1.415 -1.483 -0.53 0.62 -1.62
H 1.990 -2.440 -0.933 0.70 0.55 0.91
H 0.381 -2.472 -0.276 1.16 1.03 0.38
H 2.703 1.273 -0.112 0.47 -1.84 -0.91
H 2.405 0.380 -1.675 0.01 -0.48 0.84
H 3.490 -0.432 -0.392 -0.15 0.84 -0.56
H 1.800 0.309 2.010 0.80 -0.12 1.14
H 1.074 -1.344 2.099 1.41 0.47 0.04
H 2.892 -1.143 1.635 0.58 -0.29 0.72
H -2.728 -1.700 1.000 0.64 0.01 -0.14
H -0.997 -2.368 0.793 -1.69 1.81 1.03
H -1.526 -1.254 2.135 0.56 0.52 2.02
H -2.384 1.695 0.086 0.20 1.15 -0.89
H -1.900 1.289 1.733 0.05 -0.02 -0.27
H -3.243 0.556 0.944 -1.29 -0.87 0.18
H -1.142 -1.282 -1.717 -0.05 0.08 0.94
H -2.641 -0.515 -1.488 -0.36 -0.08 0.58
H -1.266 0.346 -1.764 0.97 2.47 -1.04
```
Forces are in eV/Å.

## Properties
* highest occupied orbital energy: -7.81 eV
* LUMO: 0.0289 Eh
* 2S+1: 1
* structure (SMILES): CSN(C(C)(C)C)C(C)(C)C

***

3.
Entry from the OMol25 dataset: a 2-piece molecular cluster, C9H21PS2 overall (ωB97M-V/def2-TZVPD).

Structure (XYZ):
```
33
Properties=species:S:1:pos:R:3:forces:R:3
C 0.029 1.107 5.023 -0.01 -0.20 -0.17
C -0.875 2.482 -0.105 0.18 -0.04 0.01
C -0.693 -1.322 -3.590 0.01 0.06 -0.07
C 0.378 -3.603 -3.985 0.06 -0.12 -0.11
C 0.117 0.327 3.716 0.08 0.29 0.10
C 0.265 1.473 -0.024 -0.25 -0.06 -0.06
C 0.316 1.258 2.520 -0.12 -0.46 0.06
C 0.499 -2.121 -3.978 1.73 0.54 2.22
C 0.145 0.549 1.183 0.39 -0.13 -0.39
P 2.185 -1.692 -1.995 -1.20 -0.48 -1.88
S 1.419 -0.787 1.086 -0.05 0.10 0.12
S 0.726 -1.925 -0.476 -0.34 -0.25 0.11
H 0.927 1.701 5.173 0.10 0.10 0.07
H -0.828 1.777 5.011 -0.07 0.10 0.05
H -0.077 0.428 5.865 -0.01 0.00 0.16
H -0.801 3.227 0.683 -0.08 0.10 0.05
H -1.834 1.975 -0.014 -0.15 0.01 -0.01
H -0.850 3.000 -1.061 -0.06 0.08 -0.05
H -1.066 -1.632 -2.615 -0.08 0.04 0.04
H -0.473 -0.257 -3.565 -0.02 0.05 0.04
H -1.496 -1.482 -4.315 -0.13 -0.03 -0.10
H -0.221 -3.920 -4.846 -0.09 -0.05 -0.05
H -0.116 -3.958 -3.084 -0.05 -0.08 0.05
H 1.353 -4.077 -4.067 0.00 -0.08 -0.01
H 0.947 -0.380 3.767 -0.12 -0.06 0.01
H -0.801 -0.248 3.574 0.03 -0.08 -0.04
H 0.244 0.859 -0.930 0.12 0.02 0.08
H 1.226 1.993 0.009 0.05 -0.07 -0.02
H -0.423 2.061 2.575 0.06 0.08 -0.03
H 1.310 1.708 2.569 0.04 0.15 -0.01
H 1.141 -1.694 -4.738 0.00 0.02 -0.09
H -0.818 0.033 1.159 -0.02 0.06 0.02
H 1.997 -0.309 -2.140 0.01 0.40 -0.10
```
Forces are in eV/Å.

## Properties
* highest occupied orbital energy (alpha / beta): -7.69 / -7.69 eV
* LUMO (alpha / beta): -0.0004 / -0.0004 Eh
* 2S+1: 1

***

Max |F| across the listed records, respectively: 7.12, 4.89, 2.87 eV Å⁻¹.